(1)
Density functional theory data (ωB97M-V/def2-TZVPD) for a structure of composition C32H28I2MnN3O8P at a distorted geometry.

XYZ file:
```
75
Properties=species:S:1:pos:R:3:forces:R:3:mulliken_charge:R:1
Mn 0.4367 0.9481 -0.3267 -0.222 0.630 1.153 0.03
C -0.2033 2.9958 -3.6599 0.105 0.268 0.141 -1.44
C 0.5873 3.4371 -2.4277 -0.224 -0.168 0.080 0.64
C 1.7372 2.4545 -2.1700 -0.537 0.302 0.428 -1.39
C -0.2812 3.5816 -1.1550 0.475 0.661 -0.385 -0.18
C -1.5263 4.4863 -1.2893 0.761 0.593 -0.233 -0.67
O -2.6177 3.6398 -0.9297 -0.403 -0.864 0.273 -0.45
C -2.1678 2.4424 -0.6443 -0.111 -0.169 0.054 0.68
N -0.8707 2.2888 -0.7423 -0.106 -0.243 -0.260 1.07
C -3.1459 1.4238 -0.2725 -0.411 -0.145 0.103 0.00
C -4.4877 1.8215 -0.1847 0.187 0.062 -0.089 -0.62
C -5.4798 0.9237 0.1643 0.045 -0.150 0.043 -0.78
C -5.1570 -0.3976 0.4396 0.053 0.141 -0.037 -0.76
C -3.8366 -0.8112 0.3558 0.329 0.083 0.018 -0.55
C -2.8256 0.0832 0.0111 0.185 0.222 -0.026 0.20
P -1.1565 -0.6428 -0.0079 -0.866 -0.837 -0.095 2.67
C -1.0446 -1.5059 1.5790 0.103 0.259 -0.260 0.91
C -1.5665 -0.8141 2.6817 -0.007 -0.042 -0.216 -0.97
C -1.4983 -1.3734 3.9420 -0.009 0.030 0.000 -0.86
C -0.9061 -2.6165 4.1180 -0.008 0.002 -0.116 -0.77
C -0.3673 -3.2932 3.0330 -0.032 -0.042 -0.114 -0.98
C -0.4216 -2.7428 1.7624 -0.107 0.059 -0.146 -0.47
C -1.0505 -1.6777 -1.4968 0.185 0.470 0.150 0.72
C -0.7953 -0.9294 -2.6558 -0.021 0.152 0.460 0.11
C -0.6317 -1.5550 -3.8735 0.000 0.034 -0.052 -0.66
C -0.7230 -2.9382 -3.9471 -0.018 0.071 0.114 -0.69
C -0.9932 -3.6818 -2.8088 -0.012 0.000 0.053 -0.79
C -1.1591 -3.0638 -1.5775 0.011 0.128 0.157 -0.62
H 0.4907 2.6381 -4.4160 -0.025 -0.062 -0.129 0.45
H -0.7595 3.8162 -4.1012 -0.145 0.053 -0.073 0.45
H -0.9034 2.1946 -3.4248 -0.055 -0.126 -0.027 0.21
H 1.0176 4.4234 -2.6196 0.046 -0.026 0.095 0.54
H 1.4093 1.3956 -2.2937 0.078 0.116 -0.029 0.19
H 2.1847 2.6346 -1.1833 0.114 -0.160 0.001 -0.03
H 2.5312 2.5908 -2.9014 0.055 -0.221 -0.016 0.57
H 0.3609 3.9438 -0.3368 -0.125 -0.145 -0.185 -0.07
H -1.6998 4.8441 -2.3074 0.012 -0.080 0.162 0.37
H -1.5210 5.3378 -0.6037 0.022 -0.189 -0.115 0.34
H -4.7425 2.8503 -0.3849 -0.042 0.056 -0.032 0.59
H -6.5065 1.2487 0.2256 -0.065 0.087 0.018 0.47
H -5.9214 -1.1019 0.7364 -0.036 -0.016 -0.062 0.48
H -3.5720 -1.8356 0.5866 -0.100 -0.030 -0.004 0.52
H -2.0228 0.1576 2.5387 -0.008 0.006 0.117 0.48
H -1.9068 -0.8418 4.7862 -0.030 0.068 0.092 0.49
H -0.8701 -3.0617 5.0999 0.039 -0.030 0.109 0.50
H 0.0923 -4.2589 3.1757 0.050 -0.114 0.004 0.59
H 0.0106 -3.2707 0.9243 0.034 -0.046 -0.003 0.36
H -0.7391 0.1610 -2.5703 -0.026 -0.199 -0.257 -0.39
H -0.4325 -0.9759 -4.7614 0.024 0.062 -0.085 0.50
H -0.5837 -3.4355 -4.8938 0.004 -0.054 -0.089 0.44
H -1.0690 -4.7560 -2.8774 -0.027 -0.089 0.010 0.47
H -1.3724 -3.6620 -0.7038 -0.036 -0.025 0.033 0.55
I 4.6964 1.7767 0.5009 0.141 0.302 0.019 0.15
C 4.9923 3.9024 0.5421 -0.387 -0.150 -0.025 -0.87
I 3.1650 4.9628 0.9293 0.382 -0.145 -0.068 0.12
H 5.3696 4.2074 -0.4280 -0.075 -0.044 0.071 0.39
H 5.7000 4.1269 1.3315 -0.113 -0.019 0.030 0.42
O 1.0725 1.0361 3.5705 -0.149 -0.031 -0.643 -0.59
C 1.1193 0.6422 2.4348 1.204 -0.858 1.449 0.41
O 0.4699 1.2371 1.4582 -0.691 0.539 -1.486 -0.59
C 1.9009 -0.5985 2.0668 -0.064 0.078 -0.795 1.18
C 2.3931 -1.4078 3.0747 0.394 -0.151 0.095 -0.13
C 3.0507 -2.5891 2.7572 -0.352 0.626 -0.585 -0.72
C 3.1981 -3.0192 1.4447 0.093 -0.020 0.004 -0.43
C 2.7202 -2.2155 0.4295 -0.340 0.875 0.716 -0.99
C 2.1069 -0.9695 0.7137 0.409 -2.077 2.154 0.69
O 1.7122 -0.1876 -0.2341 0.088 1.504 -1.418 -0.64
N 2.7215 -2.6785 -0.9469 -0.026 -0.127 -0.088 1.04
O 3.4584 -3.5790 -1.2333 0.378 -0.382 -0.130 -0.62
O 1.9291 -2.1385 -1.6981 -0.045 -0.071 -0.322 -0.51
N 3.5469 -3.4369 3.8508 -0.285 0.220 -0.359 1.09
O 4.0691 -4.4699 3.5315 0.346 -0.593 -0.052 -0.60
O 3.3627 -3.0228 4.9637 0.001 0.074 0.692 -0.60
H 2.2613 -1.1262 4.1111 -0.022 0.048 -0.016 0.70
H 3.6586 -3.9735 1.2182 0.011 0.058 0.022 0.66
```
Forces are in eV/Å.

The total energy comes out at -4089.347219 hartree. As for the highest occupied orbital energy (alpha / beta): -13.95 / -13.95 eV. As for the expectation value of S²: 0.959. For the molar mass, the calculation gives 922.3 Da. Its charge is +2. The spin multiplicity is 2.

***

(2)
Density functional theory data (ωB97M-V/def2-TZVPD) for a cluster of 2 separate species, C3H9O in total at a distorted geometry.

XYZ file:
```
13
Properties=species:S:1:pos:R:3:forces:R:3:mulliken_charge:R:1
O -1.7459 -0.0774 0.4923 -0.704 -0.013 -0.200 -0.57
H -2.5179 -0.0149 -0.0966 0.321 -0.223 0.096 0.31
H -2.0672 0.3513 1.2944 0.202 -0.096 0.248 0.31
H 0.6929 -1.4033 1.5578 -0.098 -0.116 -0.555 0.36
C 0.1912 0.7607 -1.0832 -0.282 1.850 0.354 -0.95
C 0.4879 -0.4790 -0.3994 -1.867 -0.404 -0.457 0.49
C 1.1053 -0.6421 0.8860 1.010 0.925 0.582 -1.06
H -0.6895 0.7747 -1.7296 0.607 -0.868 -0.552 0.37
H -0.0868 1.6032 -0.4323 0.794 -0.387 0.440 0.35
H 1.0948 1.1086 -1.6098 -0.007 -0.238 -0.254 0.35
H 0.1581 -1.3477 -0.9988 0.515 0.013 0.640 0.33
H 2.1599 -0.9478 0.7042 -0.249 -0.235 -0.195 0.39
H 1.2171 0.3139 1.4149 -0.242 -0.208 -0.146 0.32
```
Forces are in eV/Å.

The calculation puts the relative energy (zero: lowest compared OMol25 entry of this formula, charge and spin) at 35.0 kJ/mol. The total energy comes out at -194.609565 hartree. As for the highest occupied orbital energy: -16.56 eV. For the molar mass, the calculation gives 61.1 Da. Its charge is +1.